Density functional theory data (ωB97M-V with the def2-TZVPD basis set) for a structure of composition C24H27F2Si.

```
54
Properties=species:S:1:pos:R:3:mulliken_charge:R:1
H 3.23982 1.62046 -3.01510 0.35
H 3.39239 -1.11559 3.27768 0.35
H -4.27455 -1.70882 -0.06892 0.76
H -0.92569 -2.68317 -5.53069 0.32
C 6.00568 2.03698 -2.87417 -1.43
C -4.71266 -1.79085 2.04205 0.49
C -3.57412 -0.29191 3.50131 -0.43
C -4.06399 -1.28750 0.91401 -0.72
C 2.78110 1.33157 -0.89334 -0.17
Si 3.04685 1.11491 2.33480 0.59
C 5.54435 1.71780 -0.49048 -1.09
H -1.19540 1.50235 -2.03039 0.40
F -2.30090 -3.43490 -3.33580 -0.35
C -1.94640 0.03556 0.13845 -0.68
H -4.94425 -1.40426 5.42730 0.36
H 1.16058 2.23704 3.63301 0.36
H -6.22189 -2.09185 4.38181 0.32
H 5.57199 2.11061 -3.87158 0.38
C -2.87546 0.18688 2.40488 -1.26
H 1.64392 -0.75387 3.35442 0.37
H -2.42435 -2.47994 -0.86120 0.69
H -4.71549 -3.00061 4.70356 0.29
C 3.64833 1.57860 -1.99000 -0.57
H 6.54878 2.96720 -2.64233 0.34
H 1.72273 1.17186 -1.08183 0.60
C 2.03577 2.50278 3.03167 -0.94
H -2.09946 0.93915 2.57644 0.36
C -1.45391 -1.74122 -5.37741 -1.42
H -0.95760 -0.96248 -5.95647 0.38
C -1.27112 0.03448 -3.58698 -0.69
C -1.93056 -0.40701 -1.29517 0.70
C -4.46987 -1.35785 3.35013 0.55
H 6.76568 1.24486 -2.85944 0.34
H -2.47089 -1.85516 -5.79846 0.29
H -1.09629 -0.41455 0.62027 0.33
C 2.53616 -0.64476 2.73498 -0.95
C -2.02688 -2.13900 -2.96337 0.33
C -1.46759 0.47196 -2.27884 -0.76
H 1.69973 3.16413 2.20918 0.33
C -1.53176 -1.28930 -3.95870 0.71
C 3.29850 1.30209 0.42661 0.35
H 2.37511 -1.17810 1.79029 0.32
H -0.91836 0.69914 -4.37866 0.30
F -5.64098 -2.78620 1.87884 -0.35
C -3.04011 -0.35137 1.11455 0.69
H -1.85327 1.12676 0.14097 0.42
C 5.01444 1.77538 -1.79096 0.83
H 6.62251 1.86515 -0.34430 0.38
C -5.13013 -2.00015 4.52644 -1.34
C -2.21391 -1.74064 -1.63461 -1.00
H 2.73333 3.08430 3.69330 0.35
C 4.69520 1.49042 0.58489 -0.35
H -3.42146 0.14270 4.49719 0.29
H 5.08637 1.45595 1.62017 0.26
```

## Properties
E_HOMO	-10.632	eV
energy relative to the best compared isomer or geometry (same formula, charge and spin)	1.150	eV
lowest unoccupied orbital energy	-6.3	eV
total charge	+1

---

Density functional theory data (ωB97M-V with the def2-TZVPD basis set) for a structure of composition C24H27F3InN4O6.

```
65
Properties=species:S:1:pos:R:3:mulliken_charge:R:1
In -0.31210 -0.12787 0.52973 0.95
H 2.44660 -3.95917 -0.68043 0.44
O 3.08082 4.57604 -1.84297 -0.58
C 1.16882 4.63083 -3.71863 -0.30
C 0.22944 4.66932 -4.73727 -0.49
O -2.84991 -2.24699 1.42291 -0.49
H -5.49737 -4.96490 2.12411 0.45
N 4.07525 -1.87750 -0.88435 1.06
C 2.50838 4.65258 -4.06054 0.14
N -0.92192 0.29133 2.53463 -0.60
H -0.31407 -1.89183 0.30335 -0.46
H -0.82324 4.64478 -4.49073 0.40
H -1.10915 1.83105 -1.28559 0.28
C 1.99211 4.74225 -6.37872 -0.34
H 5.81057 -2.05036 1.11944 0.45
H -6.23738 -3.56509 6.11215 0.37
C 5.11004 -2.87178 1.11617 -0.42
C -3.35159 2.30878 0.10786 0.84
C 4.22402 -4.90148 2.05276 -0.40
C -3.05918 1.08402 -0.72279 -0.53
C -4.07378 -2.37746 3.79474 -0.17
H -1.93638 0.24670 2.59625 0.10
N 3.50953 4.60419 -2.97392 1.04
H -3.50498 0.22111 -0.22064 0.18
H 5.89889 -3.82632 2.85968 0.36
O 4.88059 -0.97274 -0.80252 -0.60
O -3.90365 -3.95886 0.62899 -0.64
H -0.09871 4.75661 -6.85335 0.37
C -4.36969 -3.27792 2.78834 -0.02
H 2.22828 2.46758 -0.92509 0.10
H 0.87440 4.56825 -2.68107 0.49
C 1.36965 2.97176 0.87298 -0.82
C -1.57345 0.86993 -1.03225 -1.19
N -3.64618 -3.14896 1.50221 1.04
H 2.03540 0.13332 -0.83306 0.18
C -4.75567 -2.48894 4.99692 -0.47
C -5.30571 -4.28265 2.93878 -0.54
H 2.52481 -5.74540 1.04729 0.36
H 4.25218 -5.66997 2.81454 0.37
H -3.31939 -1.61888 3.63588 0.49
H -3.63856 1.26105 -1.63899 0.33
H 0.99901 2.68445 1.85410 0.19
H 1.37525 4.02990 0.63275 0.22
C -5.97946 -4.38158 4.14625 -0.35
H -6.71833 -5.15975 4.28517 0.36
C 0.63953 4.72825 -6.06236 -0.44
O 3.21235 -1.97322 -1.72875 -0.60
C 4.13851 -2.94366 0.13647 0.21
H -0.68308 1.23654 2.81953 0.15
C 1.80544 2.06466 -0.00269 0.31
C 1.77631 0.58063 0.12910 -1.13
O 4.68535 4.58651 -3.28536 -0.63
C 3.20389 -3.95979 0.08889 -0.32
F -3.62106 3.39077 -0.68082 -0.32
H 4.00031 4.70477 -5.58935 0.45
C 3.25429 -4.94702 1.06040 -0.48
H -1.49771 0.23960 -1.92431 0.40
H 2.30910 4.77981 -7.41242 0.36
C 5.14943 -3.86630 2.08048 -0.43
C -5.70693 -3.48528 5.17189 -0.41
F -2.36932 2.69372 0.92799 -0.19
H -4.53913 -1.79451 5.79740 0.39
H 2.46469 0.23179 0.90444 0.36
C 2.94292 4.70144 -5.37133 -0.48
F -4.45913 2.15184 0.88574 -0.33
```

## Properties
E_HOMO	-4.016	eV
lowest unoccupied orbital energy	1.7	eV
total charge	-1

---

Density functional theory data (ωB97M-V with the def2-TZVPD basis set) for a structure of composition C24H27HgN6O4Sb.

```
63
Properties=species:S:1:pos:R:3:lowdin_spin:R:1
N 2.30126 -0.68636 1.23951 0.00
C 2.89868 1.32765 -1.47298 0.02
H -2.18220 3.26959 3.06422 0.00
C 3.79985 0.33869 2.77242 0.00
H -3.52198 -2.45663 0.15418 0.00
H 4.28046 1.86115 -4.51457 0.00
H 1.08543 -2.77351 0.47392 0.00
H 0.89090 -1.76163 -3.55520 0.00
C 3.17020 0.13260 -3.90922 0.00
H 3.33713 -2.92595 3.49959 0.00
H 2.50853 -2.46483 -3.63906 0.00
N -1.32676 -2.86057 2.18642 0.00
N 2.32296 0.13568 -1.68726 0.00
H 4.51176 -0.91519 4.37283 0.00
N -2.94817 -0.39239 0.32232 0.00
N -4.54498 0.39296 -0.98195 0.00
H -5.50194 -1.46441 -1.46871 0.00
H 4.09154 2.92648 -2.25952 0.00
C -1.31993 -1.72274 -2.15398 0.00
H -5.14185 2.31750 -1.48069 0.00
C -1.49902 0.65899 2.95183 0.01
O -2.52433 0.01873 -3.31277 0.00
H -0.78036 -2.05329 2.46962 0.00
H 3.24861 -0.37586 -4.86173 0.00
H -0.74239 0.27285 3.64364 0.00
C 1.77363 -3.05814 1.26918 0.00
N 0.09284 1.51304 1.31977 0.23
C -0.92951 1.81391 2.18852 0.08
C -4.73236 -0.96385 -0.90846 0.00
C 3.74247 1.37088 -3.71179 0.00
C 0.46387 3.90123 1.04634 0.03
C -1.61337 -0.19487 -2.52591 0.00
C 2.46571 -0.47089 -2.86783 0.00
H -1.06434 5.19876 1.83448 0.02
O -0.62234 -1.98084 -1.08049 0.00
C -0.70018 4.18518 1.73366 0.21
H 4.33473 1.22522 3.09001 0.00
H -6.27612 1.03591 -1.94401 0.00
C 3.90799 -0.85465 3.47514 0.00
C 2.45519 -1.85626 1.85957 0.00
H 1.08399 4.70004 0.65188 0.00
C 3.62772 1.96953 -2.46545 0.00
Sb 2.93071 2.23415 0.51548 0.07
H -4.75838 1.26394 -2.85971 0.00
H -1.78682 -0.13524 2.26465 0.00
C -5.22285 1.30587 -1.87472 0.00
Hg 0.19982 -0.14305 -0.18933 0.01
C -3.74275 -1.43256 -0.09724 0.00
H -3.06218 1.67848 -0.13767 0.00
O -0.86915 0.70344 -1.98869 0.00
C -1.35572 3.09326 2.38710 0.08
H -2.29305 -2.59874 2.35229 0.00
C 1.85263 -1.82840 -3.04301 0.00
H 1.21719 -3.61081 2.02602 0.00
C -3.46599 0.68108 -0.22207 0.00
H -1.22501 -2.90362 1.17279 0.00
H 1.66385 -2.29285 -2.07827 0.00
C 2.98645 0.39035 1.64885 0.01
O -1.74313 -2.58710 -2.89634 0.00
H 2.52478 -3.72746 0.84267 0.00
C 3.24954 -1.96858 3.00162 0.00
H -2.37406 0.96273 3.52652 0.00
C 0.85081 2.58134 0.83159 0.20
```

## Properties
E_HOMO (spin up / spin down)	-2.170 / -5.135	eV
multiplicity	2
lowest unoccupied orbital energy (spin up / spin down)	2.6 / 2.6	eV
total charge	-1

---

Q: What is the total charge in the second record?
A: -1

---

Q: Look up the total charge of the first one.
A: +1

---

Q: The highest total charge belongs to which entry?
A: C24H27F2Si